Entry 1:
100
Properties=species:S:1:pos:R:3:lowdin_charge:R:1 method="wB97M-V/def2-TZVPD" relative_energy_kj_mol=0.0 spin_multiplicity=5 homo_lumo_gap_ha="0.201 / 0.204" charge=+3 e_lumo_ev="-7.99 / -12.13" molar_mass_g_mol=800.1
C -0.56 3.59 0.48 -0.595
H -2.43 6.30 0.90 0.113
C -1.41 5.92 0.81 -0.024
H 1.30 -2.42 -3.51 0.095
H -2.92 -3.92 -3.41 0.140
C 1.74 2.00 -2.83 -0.653
H -1.94 -3.29 1.27 0.090
H 0.55 0.38 3.55 0.081
H 0.23 -0.47 -4.21 0.107
C -0.24 -5.25 1.39 -0.034
H 4.40 -1.63 -1.49 0.112
C -2.37 -3.20 -2.82 0.022
C 2.57 -0.98 -2.44 -0.633
H 2.39 -4.13 -0.50 0.082
C -1.90 -0.37 4.40 -0.067
H 2.77 -0.63 -4.60 0.091
H 0.71 -0.95 4.72 0.115
C -3.60 0.92 2.12 -0.094
C -2.23 -3.40 -1.45 0.024
H 2.96 -4.32 1.80 0.104
H -0.77 -4.98 2.31 0.082
O 2.45 1.35 1.55 0.116
P 1.22 0.33 -2.09 1.048
C 0.92 -4.30 1.08 -0.539
C -1.09 -2.65 3.76 -0.057
N 0.69 3.89 0.88 0.017
H -4.51 1.34 1.66 0.104
C 0.58 2.99 -2.70 -0.104
H 4.05 0.16 -3.61 0.082
H 3.83 1.85 -2.15 0.081
H 4.05 -1.58 -3.86 0.114
C 1.56 0.83 0.98 -0.424
C 0.48 -2.86 0.86 -0.185
H -2.10 -3.06 3.62 0.092
H -0.95 -5.27 0.56 0.084
N -1.49 4.54 0.35 0.012
H -3.18 0.40 -0.53 0.033
H -0.88 6.54 0.07 0.104
C -3.76 -0.36 0.01 -0.092
H -2.78 1.63 1.93 0.026
C -4.12 -1.58 2.16 -0.047
S -1.10 1.93 0.00 0.742
H 0.16 -6.26 1.52 0.119
H 1.91 -5.80 -0.12 0.122
C 0.44 -0.70 3.68 -0.093
H -0.26 2.75 -3.35 0.090
H 2.46 4.92 0.54 0.109
N 1.10 -1.83 0.57 0.057
C -1.58 -2.42 -0.70 -0.339
N -1.00 -1.34 -1.28 -0.028
C 3.39 -0.72 -3.70 -0.067
Os 0.20 0.00 0.09 0.880
C -3.32 -0.45 1.48 -0.648
H -0.78 0.76 -3.43 0.103
C 3.53 -1.02 -1.23 -0.083
H 0.80 -4.76 -1.03 0.097
C -1.00 -1.16 3.44 -0.622
H 1.27 3.13 1.23 0.091
H 2.70 -3.12 -2.66 0.113
C 2.95 2.49 -2.03 -0.070
H -2.39 4.19 0.02 0.143
H 0.94 4.00 -2.96 0.110
C 1.54 -4.77 -0.23 -0.027
H 1.15 -1.21 3.02 0.051
H -4.42 -1.33 3.18 0.089
C -0.17 -0.13 -3.23 -0.230
H -5.05 -1.74 1.59 0.106
H -3.69 -1.32 -0.51 0.076
C 1.39 5.14 0.58 -0.033
H 2.72 2.56 -0.95 0.059
H 2.02 2.99 -4.72 0.109
H 3.88 -0.02 -0.94 0.076
C -1.80 -2.08 -3.40 0.037
P -1.47 -0.82 1.61 1.049
H 1.22 5.88 1.38 0.099
H -0.37 -3.23 3.17 0.047
H -2.62 -4.27 -0.93 0.139
H -1.87 0.71 4.20 0.090
H 3.06 1.58 -4.57 0.074
H 3.04 -1.47 -0.35 0.046
H 1.32 1.38 -4.91 0.087
H 3.21 3.50 -2.38 0.110
C 1.91 -2.35 -2.60 -0.088
C 2.06 1.96 -4.34 -0.063
C -1.03 -1.22 -2.62 -0.305
H 1.82 -5.15 2.88 0.110
H -3.78 0.86 3.20 0.076
H 1.28 -2.59 -1.73 0.034
H -2.94 -0.72 4.40 0.076
H -0.84 -2.79 4.83 0.124
H 0.21 3.03 -1.67 -0.009
C -1.42 -2.48 0.77 -0.181
H -4.81 -0.05 0.00 0.111
H -1.52 -0.53 5.42 0.116
H -3.62 -2.56 2.18 0.063
H -1.87 -1.86 -4.47 0.144
H 1.08 5.56 -0.39 0.105
H 1.87 -3.37 2.83 0.075
C 1.95 -4.29 2.22 0.000
H -0.92 5.98 1.78 0.106

Entry 2:
99
Properties=species:S:1:pos:R:3:lowdin_charge:R:1 method="wB97M-V/def2-TZVPD" relative_energy_kj_mol=0.0 spin_multiplicity=1 homo_lumo_gap_ha=0.252 charge=+1 e_lumo_ev=-2.20 molar_mass_g_mol=782.4
C 3.09 3.45 -1.05 -0.081
H -4.89 -3.52 1.87 0.102
C 0.50 1.38 -2.98 -0.093
C 3.71 2.04 -1.19 -0.589
H 3.73 4.16 -1.59 0.098
C 0.37 -3.33 -2.98 -0.065
H 1.59 3.92 -3.71 0.081
H -3.86 0.44 -2.44 0.081
C 1.38 -2.49 -2.53 -0.044
H 0.58 -4.12 -3.69 0.112
C 4.70 -0.55 1.17 -0.073
H -3.00 -0.57 3.23 0.065
H -2.63 -3.63 2.67 0.100
H -2.60 1.41 -1.64 0.043
H 0.80 -1.26 7.59 0.036
H 5.55 0.05 0.80 0.062
H -2.15 -3.62 0.96 0.089
C 1.53 1.75 -5.30 -0.051
H 2.71 1.59 -3.05 0.023
H 1.32 2.14 -6.30 0.100
C -0.63 -0.36 5.07 -0.317
C 1.09 -1.43 -1.62 -0.356
C -1.13 -2.15 -1.54 -0.360
H 2.40 -2.60 -2.87 0.108
H -1.07 2.54 -5.81 0.097
H 5.34 2.42 0.29 0.065
H 3.02 3.81 -0.02 0.084
C -4.11 0.52 -0.26 -0.699
H -0.23 -2.58 6.93 0.041
H 4.13 1.20 3.17 0.101
H 4.54 -1.41 0.51 0.087
C -0.93 1.91 -4.93 -0.047
H -5.99 -0.37 0.48 0.072
P 2.60 0.78 -0.28 1.106
H -1.50 -1.01 5.21 0.031
H -4.91 2.37 0.52 0.098
H -0.61 -3.07 4.39 0.031
C 3.68 1.53 2.22 -0.066
H -4.26 2.05 -1.79 0.100
C 3.41 0.27 1.36 -0.626
H 1.48 -0.02 2.33 0.027
H -5.60 -2.14 1.03 0.062
H -4.55 -3.27 0.16 0.076
C -2.33 -2.98 1.84 -0.083
H -1.79 -3.69 -2.87 0.111
C -0.93 -3.12 -2.52 -0.056
N -0.09 1.13 -2.00 0.158
C 0.56 3.64 -3.96 -0.042
H -4.71 -0.55 2.70 0.070
C -5.50 -0.11 -0.46 -0.087
H 1.60 0.66 -5.37 0.097
C -4.70 -2.76 1.11 -0.082
P -2.86 -0.76 0.28 0.982
N -0.14 -1.44 -1.02 0.029
C 0.73 -2.06 6.85 -0.324
H -3.08 -2.84 -1.01 0.079
H -1.03 0.86 -5.23 0.096
H -3.21 2.12 0.96 0.062
C 0.44 2.16 -4.31 -0.570
C 2.04 -0.35 -1.57 -0.266
Hg -0.80 0.46 0.61 1.014
C -3.67 1.13 -1.61 -0.097
H -4.09 -1.92 3.63 0.099
C 2.41 -0.58 2.17 -0.150
C -3.46 -1.96 1.57 -0.683
H -1.38 -2.50 2.12 0.050
H 4.21 2.54 -3.23 0.103
H 2.10 3.50 -1.50 0.063
H 1.55 -2.77 7.01 0.035
H 5.00 -0.93 2.15 0.093
C 5.18 2.08 -0.74 -0.083
H 0.58 -2.60 3.12 0.003
H 4.30 0.81 -2.91 0.096
C -3.83 -1.19 2.85 -0.086
H 2.51 2.13 -5.01 0.068
H -3.07 -1.44 -2.05 0.095
H 2.84 -0.80 3.16 0.049
H -5.46 -1.01 -1.10 0.090
C -2.58 -1.87 -1.16 -0.244
H 5.67 1.11 -0.89 0.081
H -1.71 2.16 -4.21 0.083
H 5.71 2.80 -1.38 0.097
O 0.91 2.76 0.75 -0.083
H -6.14 0.63 -0.97 0.099
C 0.44 -2.80 4.19 -0.315
H -0.68 0.14 4.09 0.004
H 2.76 2.08 2.46 0.080
H -0.61 0.41 5.85 0.038
H -0.08 3.87 -3.10 0.096
C 3.73 1.71 -2.68 -0.115
H 0.22 4.27 -4.80 0.100
H 4.39 2.24 1.77 0.059
H -4.48 1.22 1.81 0.064
H 2.17 -1.53 1.67 0.084
H 1.08 -3.65 4.46 0.045
C 1.07 1.60 0.42 -0.575
C -4.18 1.61 0.83 -0.098
P 0.95 -1.33 5.17 0.799
H 2.82 -0.50 -2.35 0.056